Entry 1:
Entry from the OMol25 dataset: a molecular structure, C36H38FN7O3PbS5 in a non-equilibrium geometry (ωB97M-V/def2-TZVPD).

Properties
Calculated total energy in a.u.: -4287.25375
Energy relative to the best compared isomer or geometry (same formula, charge and spin) in kJ/mol: 85.9

Each line ends with the Löwdin charge.
CARTESIAN COORDINATES (ANGSTROEM)
Pb 0.20977 0.28331 0.15735  0.83
S 2.64844 0.20814 1.44597  0.51
C 3.88974 0.84747 0.41223  -0.70
C 5.19116 0.91681 0.95979  -0.15
C 6.25857 1.44593 0.27026  -0.11
C 6.08874 1.93711 -1.02243  -0.12
C 4.83548 1.86416 -1.59730  -0.15
C 3.74873 1.32200 -0.90850  -0.54
S 2.20333 1.27650 -1.81204  0.80
C 2.43219 -0.27365 -2.76460  -0.36
C 1.77002 -1.54622 -2.28279  -0.33
C 1.55975 -2.56422 -3.20890  -0.02
C 1.02992 -3.76585 -2.77653  -0.04
C 0.75733 -3.93728 -1.43092  -0.01
C 0.99233 -2.87772 -0.57077  -0.35
C 0.73354 -2.99756 0.90443  -0.34
S -0.80654 -2.07400 1.36475  0.90
C -0.47209 -1.75160 3.09675  -0.53
C -0.28519 -2.85780 3.92109  -0.13
C -0.02401 -2.70582 5.27018  -0.11
C 0.01636 -1.42254 5.80306  -0.11
C -0.20418 -0.32173 5.00019  -0.14
C -0.44712 -0.44284 3.61996  -0.72
S -0.74237 1.01115 2.69949  0.43
N 1.47420 -1.70722 -1.00057  0.03
H 5.31621 0.53685 1.96503  0.09
H 7.23432 1.49001 0.73959  0.10
H 6.91928 2.36094 -1.57207  0.09
H 4.68033 2.22642 -2.60663  0.09
H 3.51216 -0.42822 -2.78968  0.09
H 2.08467 -0.04419 -3.77176  0.07
H 1.79824 -2.40641 -4.25271  0.11
H 0.82026 -4.55938 -3.48156  0.11
H 0.33984 -4.86067 -1.05692  0.12
H 1.53739 -2.52380 1.46756  0.06
H 0.59990 -4.03731 1.19367  0.08
H -0.35408 -3.84813 3.48675  0.10
H 0.13762 -3.57530 5.89429  0.09
H 0.21729 -1.28731 6.85928  0.09
H -0.18032 0.67304 5.42425  0.09
C -8.14779 -1.57209 -1.91111  -0.07
C -7.50431 -1.72748 -0.53449  -0.20
N -6.20649 -1.07813 -0.45160  -0.05
C -5.08400 -1.79890 -0.78296  0.02
C -3.80841 -1.37594 -0.69070  -0.01
C -2.75671 -2.34482 -1.29917  -0.70
O -3.13361 -3.52412 -1.39622  -0.04
O -1.68734 -1.82686 -1.66106  -0.10
C -3.54004 -0.06149 -0.11986  -0.30
O -2.47473 0.48019 0.16642  -0.18
C -4.77420 0.72880 0.15005  -0.02
C -4.60118 2.01680 0.64612  0.09
C -5.68855 2.81240 0.88282  -0.20
F -5.50420 4.04862 1.42566  0.04
C -6.97808 2.38228 0.57745  -0.18
C -7.15784 1.09375 0.10352  0.05
C -6.06948 0.22763 -0.07087  -0.13
N -8.14365 3.20523 0.73669  -0.10
C -8.93287 2.91209 1.91891  -0.14
C -10.32853 3.48810 1.72001  -0.09
N -10.19647 4.96114 1.47694  0.06
C -9.34630 5.23108 0.27165  -0.09
C -7.97536 4.63546 0.55797  -0.16
H -9.12256 -2.06016 -1.93358  0.07
H -7.51163 -2.02946 -2.66796  0.08
H -8.27552 -0.51873 -2.16335  0.07
H -7.35540 -2.78539 -0.32122  0.12
H -8.15152 -1.32124 0.24501  0.11
H -5.25618 -2.80459 -1.14867  0.14
H -3.59245 2.33902 0.87203  0.13
H -8.16757 0.78930 -0.13825  0.11
H -8.48458 3.32634 2.83982  0.14
H -9.00391 1.83351 2.04409  0.14
H -10.96488 3.32124 2.58769  0.14
H -10.78642 3.04251 0.83887  0.14
H -9.71595 5.36628 2.28516  0.18
H -11.11305 5.39760 1.38701  0.18
H -9.29292 6.30491 0.09979  0.14
H -9.79864 4.73958 -0.58741  0.14
H -7.54873 5.13941 1.43891  0.13
H -7.31002 4.81482 -0.28356  0.15
N -0.47312 3.19523 -0.56086  0.01
N -1.09570 3.48445 -1.76283  -0.10
C -1.30924 2.54769 -2.72951  -0.86
N -1.77733 3.08499 -3.90393  0.05
S -1.09991 0.90781 -2.59226  0.69
H -1.08088 3.35784 0.23257  0.08
H 0.41082 3.67476 -0.45607  0.10
H -1.17015 4.45262 -2.03924  0.13
H -2.30115 3.94750 -3.89501  0.08
H -2.09736 2.37800 -4.54385  0.07



Entry 2:
Entry from the OMol25 dataset: a molecular structure, C36H38N13S3W (ωB97M-V/def2-TZVPD).

Properties
Charge: +1
Spin multiplicity: 3
Calculated total energy in a.u.: -3368.00219
Energy relative to the best compared isomer or geometry (same formula, charge and spin) in kJ/mol: 0.0

Each line ends with the Löwdin charge.
CARTESIAN COORDINATES (ANGSTROEM)
W -0.91750 0.82686 -0.25132  1.17
C -6.01704 2.12074 4.23190  -0.04
C -4.74803 1.61954 3.60227  -0.26
C -3.51004 1.82978 4.20796  -0.02
C -2.33897 1.43319 3.59617  0.00
C -2.35178 0.78495 2.36118  -0.25
N -1.14532 0.46734 1.70044  -0.13
C -0.11358 -0.11970 2.46975  -0.25
C -0.39478 -1.15426 3.36452  -0.01
C 0.60625 -1.80107 4.05452  -0.02
C 1.94651 -1.46466 3.86035  -0.26
C 3.04395 -2.22027 4.55508  -0.04
C 2.23438 -0.44811 2.96938  0.00
C 1.22393 0.23420 2.29559  -0.13
N 1.62132 1.31511 1.45591  -0.05
C 2.68488 2.11910 1.63611  -0.04
C 2.77252 2.96148 0.55032  -0.03
C 1.70419 2.60307 -0.26777  -0.13
N 1.01629 1.60496 0.28463  -0.12
C -3.59302 0.53977 1.77187  -0.13
C -4.76794 0.97264 2.37788  0.03
N -3.71172 -0.21360 0.56544  -0.04
C -4.71553 -1.04942 0.23869  -0.02
C -4.49459 -1.50482 -1.04153  -0.02
C -3.30617 -0.89772 -1.43589  -0.12
N -2.83726 -0.11712 -0.46131  -0.11
H -5.94076 2.12430 5.31825  0.08
H -6.87122 1.50582 3.95152  0.08
H -6.22584 3.14351 3.91243  0.09
H -3.46443 2.33456 5.16498  0.12
H -1.38436 1.62822 4.06799  0.13
H -1.42739 -1.44900 3.49963  0.13
H 0.34949 -2.60088 4.73819  0.12
H 2.77199 -2.45308 5.58408  0.08
H 3.97121 -1.64803 4.57203  0.08
H 3.24031 -3.16678 4.04697  0.09
H 3.26529 -0.18733 2.76620  0.10
H 3.27785 2.05142 2.53109  0.14
H 3.48742 3.74863 0.39042  0.11
H 1.37343 3.01625 -1.20569  0.11
H -5.71220 0.81546 1.87186  0.12
H -5.49753 -1.26908 0.94388  0.14
H -5.10591 -2.18490 -1.60641  0.11
H -2.75981 -0.97229 -2.36151  0.10
S -1.88603 3.00651 -0.31667  0.64
C -2.50364 3.06180 -1.96108  -0.65
C -3.50379 3.97861 -2.27792  -0.05
C -4.00061 4.07232 -3.56789  -0.18
C -5.04737 5.01271 -3.85236  -0.17
N -5.89378 5.76039 -4.05971  0.19
C -3.48456 3.24412 -4.57638  -0.18
C -2.47932 2.34010 -4.26973  -0.05
C -1.98630 2.23760 -2.97314  -0.65
S -0.68600 1.09901 -2.63036  0.59
C -3.98218 3.31405 -5.92029  -0.17
N -4.36892 3.37218 -7.00002  0.19
H -3.90542 4.62104 -1.50603  0.12
H -2.07840 1.70699 -5.04973  0.12
C -0.31669 -5.07753 -2.97840  -0.07
C 0.97316 -4.35182 -3.34433  -0.41
C 0.71622 -3.22478 -4.33959  -0.07
C 1.71811 -3.86261 -2.10197  -0.10
N 0.93538 -2.90593 -1.31901  -0.08
C 0.76104 -1.60638 -1.50741  -0.25
N -0.03334 -1.17162 -0.55001  -0.13
N -0.34801 -2.24335 0.21878  0.04
N 0.22673 -3.28027 -0.24051  0.11
H -0.79015 -5.48185 -3.87268  0.08
H -1.03130 -4.39823 -2.50674  0.07
H -0.13595 -5.90178 -2.28755  0.08
H 1.65748 -5.06803 -3.80896  0.14
H -0.01499 -2.50750 -3.95525  0.07
H 0.30736 -3.62507 -5.26676  0.09
H 1.63121 -2.68211 -4.58684  0.09
H 2.65180 -3.36284 -2.36147  0.12
H 1.94139 -4.68197 -1.42165  0.13
H 1.22528 -1.01798 -2.27865  0.10
C 7.24255 -0.57377 0.95660  -0.07
N 5.77969 -0.60431 0.92228  -0.04
C 5.02970 -0.19053 -0.12496  -0.87
S 3.55345 -0.92793 -0.46046  0.66
N 5.48692 0.82251 -0.87917  -0.03
C 6.40914 1.86599 -0.44905  -0.07
H 7.58260 -1.42883 1.53501  0.09
H 7.62840 0.32839 1.42734  0.08
H 7.65280 -0.65944 -0.04951  0.09
H 5.35120 -1.38772 1.38876  0.10
H 4.87125 1.04468 -1.64364  0.11
H 7.44973 1.61649 -0.64958  0.08
H 6.28808 2.06642 0.61576  0.09
H 6.16759 2.77350 -0.99712  0.09



The highest calculated total energy belongs to which entry? C36H38N13S3W